A.
15
Properties=species:S:1:pos:R:3 method="wB97M-V/def2-TZVPD" homo_lumo_gap_ev=8.76 e_lumo_ev=0.59
H -2.3747 -1.5987 -0.3284
C -1.7909 -0.6906 -0.4677
H -1.3287 -0.7129 -1.4608
C 0.2097 0.3449 0.5991
H -0.5287 -1.4616 1.0300
N -0.8060 -0.5954 0.5940
H 2.4049 -0.2754 0.6804
N 2.1841 -0.4705 -1.2058
N -0.1437 1.6114 0.1266
H -2.4769 0.1594 -0.4330
H 0.4926 2.3358 0.4203
H -1.1170 1.8634 0.2049
O 1.1841 0.1921 1.3836
H 1.1476 -0.1452 -0.8485
N 2.9434 -0.5565 -0.2947



B.
15
Properties=species:S:1:pos:R:3 method="wB97M-V/def2-TZVPD" homo_lumo_gap_ev=8.39 e_lumo_ev=0.21
N -0.7290 -1.7855 -1.5971
O 1.7524 1.5496 0.0021
H -2.0023 -0.3079 -2.2075
H 0.1337 0.6152 2.7231
H -0.4779 -1.1905 0.3961
C 0.8772 1.1893 2.1763
N -1.3116 -1.9422 -0.4783
N -1.2450 -0.9424 -2.4698
H 1.7941 1.1685 -0.8863
H -0.6070 -0.6086 -3.1724
C 0.9982 0.6868 0.7618
H 1.8468 1.1088 2.6692
H 0.6029 2.2440 2.1763
N 0.5575 -0.3746 0.2671
H -2.1899 -1.4104 -0.3604



C.
15
Properties=species:S:1:pos:R:3 method="wB97M-V/def2-TZVPD" homo_lumo_gap_ev=9.11 e_lumo_ev=-0.05
N 0.3929 0.1357 1.2171
N -1.4258 -0.0609 -0.3184
N -0.5511 2.0113 0.0308
H -1.9984 0.2521 -1.0366
H -2.4961 -1.2965 1.0327
C 1.7663 -0.2936 -0.7519
H 0.5880 -0.9452 -1.5023
H -1.2129 -2.0636 0.0831
H 0.9120 0.7979 1.6321
O 1.2058 -0.9351 0.5991
N -1.8624 -1.1834 0.0597
H 2.8845 -1.0165 -0.5338
H 0.4331 2.5471 0.0190
C -0.5383 0.8096 0.3466
H 1.9024 1.2410 -0.8772



Stability check: which of them is most stable? A.



A.
17
Properties=species:S:1:pos:R:3 method="wB97M-V/def2-TZVPD" homo_lumo_gap_ev=8.85 e_lumo_ev=-0.51
H -1.6994 -0.6340 -2.4000
C 1.9274 -0.3298 1.1264
C 0.7473 -0.9041 0.6810
H -0.1176 1.3129 -1.5416
H 2.1727 2.4121 -0.9541
C -4.0652 0.8058 1.1632
H -2.2370 -2.5420 -0.9354
C 0.0365 -0.4574 -0.4228
C 1.7385 1.3620 -0.5222
H 0.3420 -1.5423 1.4209
C 2.4532 0.7563 0.4663
Si -1.6091 -1.2119 -0.9753
H -4.6171 1.6696 1.5325
C -3.1661 0.1951 0.6632
C 0.5729 0.7352 -1.0331
H 2.3743 -0.7345 2.0009
H 3.4911 1.2236 0.6843



B.
17
Properties=species:S:1:pos:R:3 method="wB97M-V/def2-TZVPD" homo_lumo_gap_ev="6.47 / 6.48" e_lumo_ev="-1.69 / -1.69"
H 2.7196 -1.8863 -0.9063
H 2.7824 0.4677 -2.0398
Si -2.3870 0.4087 1.2881
C -1.1848 -0.9512 1.2617
C 2.0271 -1.0487 -0.6434
H -1.2518 -1.9450 1.6011
C 1.9265 0.1820 -1.3441
C 1.0178 -1.5130 0.1222
C -0.1635 -0.6852 0.4221
H -3.5708 -0.0003 0.7540
H 0.5720 2.1201 -1.4824
H -0.4837 3.4905 -1.0780
H -2.6712 0.9813 2.6991
C 0.9500 1.0459 -1.0848
C -1.2166 1.2929 0.1181
C -0.1225 0.6408 -0.1304
H 1.0564 -2.6002 0.4428



Stability check: which of them is most stable? A.



A.
9
Properties=species:S:1:pos:R:3 method="wB97M-V/def2-TZVPD" homo_lumo_gap_ev=9.32 e_lumo_ev=1.15 smiles=CSC
H -1.3571 -1.0410 1.2556
C -0.3377 -0.6883 1.2560
H -0.1366 0.0174 2.0504
C 1.0507 0.1987 -0.9509
S -0.4546 0.3113 -0.1775
H 0.3785 -1.4653 1.0928
H 1.2190 -0.8143 -1.4421
H 0.9760 0.9615 -1.7474
H 1.9150 0.2986 -0.1992



B.
9
Properties=species:S:1:pos:R:3 method="wB97M-V/def2-TZVPD" homo_lumo_gap_ev=10.07 e_lumo_ev=1.03 smiles=CCS
C -1.0477 -0.2822 -0.1147
H 0.7621 0.6372 -0.9536
C 0.2936 0.4615 0.0050
S 1.4861 -0.4397 1.0357
H 2.4819 -0.4878 0.1449
H -1.2015 -0.9155 0.7476
H 0.1338 1.4523 0.4172
H -1.8438 0.4485 -0.2585
H -1.0647 -0.8743 -1.0235



C.
9
Properties=species:S:1:pos:R:3 method="wB97M-V/def2-TZVPD" homo_lumo_gap_ev=9.69 e_lumo_ev=1.18 smiles=CSC
S -0.0322 -0.6649 -0.0046
H 0.9707 1.4555 -0.3241
H -1.6435 0.7073 1.0469
H 2.1266 0.1370 -0.6969
H -2.1311 0.3696 -0.6559
C -1.3610 0.5074 0.0316
H 2.0102 0.5751 0.9635
C 1.3723 0.4976 0.0029
H -0.8845 1.3646 -0.4678



Stability check: which of them is most stable? B.



A.
24
Properties=species:S:1:pos:R:3 method="wB97M-V/def2-TZVPD" homo_lumo_gap_ev=10.36 e_lumo_ev=0.40 smiles="C=C.O.O.O.O.O.O"
O -0.7797 1.1134 1.9338
H 4.0661 0.4395 0.0235
H -2.7872 0.9278 -2.4432
C 2.4623 1.2076 1.0745
H 2.5286 -0.5655 -0.1070
H -1.6227 1.0739 1.4597
O 0.4444 0.5535 -1.9114
O 1.0596 -2.0062 -1.1009
H 0.8572 -0.2693 -1.5746
H 1.6089 1.0691 1.7216
H -1.1212 -1.3206 0.8686
H -2.7810 0.2467 -0.2188
H -0.4003 1.9719 1.7270
O -2.6403 -0.4455 0.4673
O -2.2058 1.0993 -1.6954
C 3.0707 0.2267 0.3990
H 0.6252 -2.7291 -1.5670
H 0.4916 -1.8405 -0.3008
H 3.0724 2.0843 1.2810
H -3.5057 -0.5990 0.8602
H 0.7061 1.2366 -1.2816
O -0.2459 -1.6271 1.1571
H -0.0551 -0.9702 1.8395
H -1.2904 0.8520 -1.9473



B.
24
Properties=species:S:1:pos:R:3 method="wB97M-V/def2-TZVPD" homo_lumo_gap_ev=10.28 e_lumo_ev=0.17 smiles=CO.CO.O.O.O.O
O 2.5414 -3.3330 1.3107
H -0.9279 3.7541 -1.5486
H -3.7411 3.2429 1.6285
H 0.3282 0.3720 5.3531
H 0.5408 0.2563 -5.6051
O -0.7410 -0.5086 0.1396
O -3.4587 2.6481 2.3234
H 2.1859 -1.5827 4.6323
H 1.1713 0.0511 3.7898
H -0.4302 3.5606 -2.9652
H -1.0228 -0.0601 -0.6577
H -1.3782 -0.2425 0.8026
H 2.3255 -4.1582 0.8763
H -0.2124 -0.8942 4.2598
H 0.0804 -1.4042 -6.6970
C 0.5597 -0.6314 -4.9729
C 0.6704 -0.3892 4.6519
H -3.2670 3.2206 3.0661
H 1.8258 -2.7429 1.0741
O 1.5763 -1.2561 5.2982
O 0.6469 -1.7244 -5.9912
O -0.4376 3.1465 -2.1023
H -0.2987 -0.6421 -4.3013
H 1.4631 -0.6828 -4.3652



Stability check: which of them is most stable? A.



A.
12
Properties=species:S:1:pos:R:3 method="wB97M-V/def2-TZVPD" homo_lumo_gap_ev=9.89 e_lumo_ev=0.64 smiles="N#C/C(=C/N)OC=O"
O 1.6886 -1.2996 0.9155
C 1.5868 -1.4010 -0.2597
H -1.6328 1.1719 0.9615
H 0.4372 2.5424 0.6838
O 0.5148 -0.7030 -0.8957
C -1.7447 -1.1024 -0.0635
C -0.7799 0.9899 0.2628
C -0.5493 -0.2429 -0.1743
N -2.7507 -1.6342 0.1240
H 2.2778 -2.0497 -0.7861
H 0.8520 1.6922 -0.6599
N 0.1000 2.0364 -0.1086



B.
12
Properties=species:S:1:pos:R:3 method="wB97M-V/def2-TZVPD" homo_lumo_gap_ev=8.67 e_lumo_ev=-0.62 smiles="O=[N+]([O-])c1ccc[nH]1"
C 1.2618 -1.0128 -0.4294
H -1.4932 0.2272 -1.3392
N 0.8485 -0.2439 0.6471
H 2.2893 -1.5703 -0.3532
C -0.5890 0.0758 -0.9954
C -0.3695 0.4106 0.3601
N -1.1834 1.1296 1.3070
O -0.7652 1.5257 2.4219
C 0.3697 -0.7102 -1.4065
H 1.4216 0.2470 1.2736
O -2.3432 1.1484 0.9008
H 0.5526 -1.2268 -2.3869



Stability check: which of them is most stable? A.



A.
12
Properties=species:S:1:pos:R:3 method="wB97M-V/def2-TZVPD" homo_lumo_gap_ev="7.21 / 8.06" e_lumo_ev="-0.73 / -0.50"
H 0.8601 -2.7221 0.3766
H 1.4811 -1.8969 -1.0325
C -0.0173 1.8890 0.1190
H -0.0993 -2.7193 -1.1358
O 0.5486 2.1368 -0.8946
H 1.1938 2.6346 1.3466
N -1.6339 1.6834 0.1233
C -0.0816 -0.8807 -0.0555
N -1.3062 -0.6703 0.2353
C 0.5544 -2.1225 -0.4928
O 0.3408 2.1710 1.3702
C -1.8406 0.4971 0.0401



B.
12
Properties=species:S:1:pos:R:3 method="wB97M-V/def2-TZVPD" homo_lumo_gap_ev=10.48 e_lumo_ev=0.46 smiles="O=C1N[C@H]2C=NO[C@H]12"
C 1.6607 -0.4709 -0.1659
C 0.1738 -0.8803 -0.2138
C -0.1440 0.5873 0.3086
O 2.7110 -0.9977 -0.0151
H -2.2788 1.2788 -0.4199
H -0.4662 0.4998 1.3734
C -1.5927 0.4910 -0.2441
N 1.2744 0.9491 0.0135
N -2.0660 -0.6796 -0.1084
H 1.9032 1.4958 0.4360
O -0.9724 -1.5325 0.3751
H -0.2031 -0.7409 -1.3395



Stability check: which of them is most stable? A.



A.
12
Properties=species:S:1:pos:R:3 method="wB97M-V/def2-TZVPD" homo_lumo_gap_ev=9.75 e_lumo_ev=0.46 smiles="O=C1N=COC=CN1"
O 0.9533 2.5029 -0.7869
C -0.2543 -1.3859 0.4558
C 0.6206 1.4087 -0.5206
H 1.1272 -0.9930 1.9885
H 2.0155 0.7646 0.8209
O -1.2002 -1.3217 -0.6611
N 1.2700 0.5562 0.3333
C -1.3645 0.0086 -1.1232
H -0.7861 -2.1933 1.2243
H -2.3688 0.0871 -1.6313
C 0.7241 -0.5833 0.9487
N -0.7368 1.1491 -1.0484



B.
12
Properties=species:S:1:pos:R:3 method="wB97M-V/def2-TZVPD" homo_lumo_gap_ev=8.54 e_lumo_ev=-0.19 smiles="O=C1N=C/C(=C/O)N1"
O 2.9676 -1.1288 0.1442
C -0.1456 0.1594 -0.0760
H 0.2767 2.3414 -0.0750
O -2.2269 -0.9162 -0.0905
C -1.4877 0.1720 0.1008
H 0.4265 -1.9556 -0.1216
C 1.9873 -0.4512 -0.0655
C 0.6863 1.2969 -0.1267
N 1.9460 0.9785 -0.0470
N 0.6788 -0.9396 -0.3208
H -2.0051 1.0883 0.2195
H -3.1039 -0.6451 0.4588



Stability check: which of them is most stable? B.



A.
58
Properties=species:S:1:pos:R:3 method="wB97M-V/def2-TZVPD" homo_lumo_gap_ev="9.73 / 4.62" e_lumo_ev="-3.57 / -8.67" multiplicity=2 charge=+1
H -0.0306 -0.4795 2.9312
H -0.5295 1.9273 4.3333
H 1.6939 -3.4458 1.0946
H -2.5230 -3.4442 -0.0824
H 0.2736 -5.2977 -1.3555
H 1.7866 -2.0529 3.6400
H 3.8000 2.7607 -1.3991
O -3.5829 -0.2017 1.1264
H -1.4803 0.5939 -1.5824
H -2.5186 1.0627 0.2619
H -1.5547 -2.9896 -2.9024
H -0.2834 0.9903 5.5628
H -0.5956 1.8672 -4.9408
H 2.7982 1.5445 -1.7008
O 2.5686 -3.6669 0.7612
H 1.7732 -0.5206 -2.4856
H -0.6166 -0.3527 0.5774
O 1.0891 2.3325 -5.1565
O -0.2061 4.0309 0.9434
O -0.1372 1.0844 4.6204
O 0.9989 -4.6688 -1.2670
H -0.6590 3.6957 2.5711
O -1.4902 1.9740 -4.4981
H 0.1252 1.8921 2.0409
C 0.4450 -0.5540 0.7305
N 0.3012 1.8545 1.0130
H 1.2415 1.5154 -4.6504
O -0.1817 -2.3554 1.9615
H -1.3885 0.8201 -3.1132
C 0.2652 3.0868 0.3531
C 1.1798 0.7751 0.5878
H -1.9558 -2.8838 1.1759
O -1.0757 0.1807 -2.4102
O 1.5983 0.4321 -2.4065
O -2.7745 -2.8849 0.6595
H -0.4141 -2.7575 2.8102
H -1.0921 -1.5793 -2.3797
O -0.9838 -2.5456 -2.2619
H 1.4597 2.8936 -4.4539
H -1.6325 3.7769 3.8780
H 0.6328 -3.8192 -1.5359
O -0.8080 3.4539 3.4938
H 2.3327 -0.5313 3.1225
H 1.7375 0.9075 -0.3686
H 2.4472 -1.9413 1.9447
H 2.0762 0.8599 1.2706
H 2.4193 -4.2196 -0.0251
H -3.6126 -0.2203 2.0883
O 2.8854 2.5048 -1.5466
C 0.5019 -1.1043 2.1748
H -3.2785 1.7357 -0.8497
H -1.3439 2.9179 -4.3544
H 0.6538 3.0767 -0.6721
H 0.6088 0.3785 -2.3761
C 1.8639 -1.4435 2.7301
H -3.3660 -1.0940 0.7787
O -2.3795 1.4717 -0.6212
H 0.9377 -1.3433 0.1586



B.
58
Properties=species:S:1:pos:R:3 method="wB97M-V/def2-TZVPD" homo_lumo_gap_ev="10.64 / 5.24" e_lumo_ev="-3.53 / -8.92" multiplicity=2 charge=+1
C -2.5659 0.4570 3.1739
H -1.7517 -2.4850 -4.8708
H 1.6173 1.8827 -0.5435
O 2.1317 0.0869 -0.3862
H 1.6882 -2.3643 -2.1700
H -4.5116 -0.0094 -1.0223
H 4.1632 -1.1173 0.2595
H -2.3114 1.4377 -0.9992
C 1.2384 -0.3703 0.3485
C -2.0637 -1.2386 0.7289
H 0.9212 3.1672 -0.4923
O 0.5857 1.4875 -3.1337
H 0.7754 2.1032 -3.8461
O -4.2356 0.7443 -1.6049
H 0.0207 3.0836 1.5850
H -3.5466 0.4392 2.6079
O 1.5163 -1.1988 -4.0826
H 1.1012 1.6606 -2.3429
O -1.4228 -1.6488 -4.5859
H -2.3671 -2.1183 1.3936
H -3.4029 0.5523 -2.1044
H -2.3185 -0.5075 3.6170
O -0.3880 1.4809 2.8174
H -1.1424 0.5230 -2.5679
H -0.5652 0.7413 -0.1457
O -2.0909 2.3647 -0.6937
H -2.9690 2.7418 -0.8978
H 0.4745 -3.9036 1.0938
H 1.3132 -1.3718 1.0248
H 2.4164 -1.2730 3.2853
H -1.6220 -0.8096 -2.5783
O -1.7081 0.0143 -2.0562
H 4.0074 -2.0215 1.4724
O 1.7361 -2.5715 -1.3139
H -1.8563 1.8130 1.4891
H 3.1338 2.2538 2.4533
H 1.8360 -3.7545 1.9072
H -1.5464 -1.8240 -0.1177
H 3.2170 -0.0982 3.0287
O 3.1287 -0.9739 2.7845
O 1.4712 2.6894 -1.0298
O 0.7862 -3.4076 1.8196
O 4.1853 -2.0118 0.5742
H -0.3869 -1.7423 -4.4870
C -0.9851 -0.3789 1.3698
O -0.1042 3.5765 0.7927
H -2.8922 -0.7656 0.2631
N -0.0163 0.1323 0.4441
H 2.0157 1.5090 1.8337
H 2.4943 -2.0855 -0.8011
H 0.0232 0.9018 3.4473
O 2.5717 1.4826 2.5820
H -0.5453 3.1018 0.1113
H 2.4159 -0.9271 -4.1639
C -1.5636 0.8819 2.1698
H -0.3959 -1.0020 2.1546
H 1.0200 -0.4713 -3.6946
H -2.7305 1.1418 4.0994



Stability check: which of them is most stable? A.